Run one
# C9H12BrN

A single C9H12BrN molecule (wB97M-V/def2-TZVPD, OMol25).

Output
Gap between HOMO and LUMO, eV: 7.6
Total charge: 0
SMILES string: C/C=c1\[nH]cc(C)\c1=C\CBr
2S+1: 1

Bonds (Å) are listed after each position.
Positions of all 23 atoms, in Å:
1 Br -3.5660 -0.2288 0.2012  C9 1.950
2 N 1.6361 0.9338 0.5659  C6 1.448, C10 1.425, H18 1.021
3 C -0.0265 -0.5833 0.1394  C5 1.546, C10 1.518, C11 1.355
4 C -0.6712 1.8520 -0.1756  C7 1.516, C10 1.379, H13 1.070
5 C 1.2887 -1.3020 0.5201  C3 1.546, C6 1.351, C8 1.525
6 C 2.2605 -0.3705 0.6352  N2 1.448, C5 1.351, H19 1.082
7 C -0.4246 3.3345 0.0265  C4 1.516, H14 1.148, H15 1.115, H20 1.014
8 C 1.3517 -2.8242 0.4500  C5 1.525, H12 1.104, H21 1.062, H22 1.055
9 C -2.2513 -0.7516 -1.1400  Br1 1.950, C11 1.551, H16 1.069, H17 1.062
10 C 0.2874 0.9019 0.1067  N2 1.425, C3 1.518, C4 1.379
11 C -1.0227 -1.3322 -0.3929  C3 1.355, C9 1.551, H23 1.091
12 H 2.1350 -3.2716 1.0859  C8 1.104
13 H -1.6725 1.4793 -0.2403  C4 1.070
14 H -1.2066 3.6255 0.8154  C7 1.148
15 H 0.6137 3.3515 0.4330  C7 1.115
16 H -2.7090 -1.3982 -1.8581  C9 1.069
17 H -1.8844 0.1633 -1.5360  C9 1.062
18 H 2.2411 1.7313 0.3654  N2 1.021
19 H 3.3191 -0.3718 0.8598  C6 1.082
20 H -0.6867 3.8378 -0.8143  C7 1.014
21 H 1.5494 -3.1253 -0.5490  C8 1.062
22 H 0.4232 -3.2424 0.7241  C8 1.055
23 H -0.9845 -2.4091 -0.2223  C11 1.091

=====

Run two
# C9H12BrN

A 2-piece molecular cluster, C9H12BrN overall (wB97M-V/def2-TZVPD, OMol25).

Output
Gap between HOMO and LUMO, eV: 7.1
Total charge: 0
2S+1: 1

Bonds (Å) are listed after each position.
Positions of all 23 atoms, in Å:
1 Br 3.8568 1.1399 -0.8158  C8 2.014
2 N -1.9560 -0.8459 -0.9921  C6 1.371, C7 1.391, H23 0.933
3 C 0.5132 1.0297 0.7384  C9 1.303
4 C -3.3991 1.9661 -1.2792  C11 1.483, H14 1.074, H16 1.137, H19 1.152
5 C -0.1707 -1.2222 0.4052  C7 1.346, C9 1.474, C10 1.489
6 C -1.6163 0.3814 -0.4848  N2 1.371, C9 1.439, C11 1.374
7 C -1.0931 -1.7673 -0.4090  N2 1.391, C5 1.346, H21 1.065
8 C 4.6211 0.2082 0.7975  Br1 2.014, H12 1.021, H15 1.108, H22 1.029
9 C -0.3936 0.2268 0.2573  C3 1.303, C5 1.474, C6 1.439
10 C 0.9304 -1.7885 1.2323  C5 1.489, H17 1.099, H18 1.068, H20 1.143
11 C -2.2430 1.6031 -0.4235  C4 1.483, C6 1.374, H13 1.007
12 H 4.0293 -0.6182 0.8956  C8 1.021
13 H -1.8410 2.3085 0.1715  C11 1.007
14 H -3.1767 2.2927 -2.2780  C4 1.074
15 H 5.6521 -0.0901 0.5225  C8 1.108
16 H -4.1869 1.1534 -1.1680  C4 1.137
17 H 0.9205 -1.2049 2.1630  C10 1.099
18 H 1.9161 -1.7688 0.8226  C10 1.068
19 H -4.0515 2.8372 -0.9021  C4 1.152
20 H 0.7263 -2.8637 1.5635  C10 1.143
21 H -1.0980 -2.7848 -0.7229  C7 1.065
22 H 4.5955 0.8486 1.6026  C8 1.029
23 H -2.5356 -1.0411 -1.6965  N2 0.933

=====

Which of them is the least stable? Correct choice: run two.